80
Properties=species:S:1:pos:R:3 method="wB97M-V/def2-TZVPD" e_tot_ev=-62853.9871 homo_lumo_gap_ev="3.31 / 8.61" spin_multiplicity=2
Ba -13.848 -8.239 2.275
C -10.768 -11.933 2.560
C -11.765 -10.782 2.787
O -12.790 -10.819 2.050
O -11.432 -9.657 3.231
H -10.609 -12.139 1.502
H -11.266 -12.817 2.958
H -9.844 -11.751 3.109
C -10.054 -13.699 6.999
C -10.003 -12.705 8.004
C -11.136 -12.033 8.392
C -12.330 -12.300 7.662
C -12.304 -13.134 6.553
C -11.183 -13.792 6.182
N -13.626 -11.817 8.119
O -13.716 -11.028 9.059
O -14.629 -12.079 7.444
H -9.216 -14.339 6.762
H -9.062 -12.671 8.532
H -11.088 -11.351 9.229
H -13.256 -13.419 6.129
H -11.301 -14.469 5.349
C -5.548 -9.887 2.267
C -6.796 -10.093 2.795
C -6.856 -10.663 4.022
C -5.737 -10.985 4.769
C -4.470 -10.863 4.170
C -4.320 -10.215 2.944
N -5.759 -11.257 6.240
O -4.931 -10.732 7.004
O -6.723 -11.798 6.629
H -5.485 -9.287 1.371
H -7.618 -9.757 2.181
H -7.846 -10.680 4.454
H -3.609 -11.087 4.783
H -3.356 -10.063 2.481
C -8.282 -14.083 2.878
C -8.940 -14.365 1.689
C -9.549 -15.622 1.518
C -9.536 -16.583 2.515
C -8.835 -16.294 3.710
C -8.167 -15.076 3.830
N -10.264 -17.856 2.371
O -10.699 -18.131 1.299
O -10.356 -18.589 3.306
H -7.890 -13.140 3.228
H -9.080 -13.702 0.848
H -10.079 -15.807 0.595
H -8.900 -17.001 4.523
H -7.587 -14.929 4.729
C -8.925 -8.289 5.387
C -8.544 -7.024 5.794
C -8.957 -6.540 7.018
C -9.787 -7.363 7.868
C -10.340 -8.546 7.317
C -9.874 -9.041 6.070
N -10.180 -6.843 9.236
O -11.183 -7.365 9.762
O -9.370 -6.119 9.905
H -8.657 -8.443 4.352
H -8.021 -6.373 5.109
H -8.891 -5.491 7.269
H -11.003 -9.172 7.896
H -10.136 -10.006 5.661
C -15.141 -5.038 1.435
O -14.364 -6.046 0.863
C -14.209 -5.861 -0.540
C -13.496 -7.044 -1.121
O -12.749 -7.811 -0.175
C -11.784 -8.810 -0.598
H -15.099 -4.952 2.521
H -16.220 -5.098 1.293
H -14.886 -3.996 1.239
H -13.675 -4.911 -0.530
H -15.164 -5.737 -1.051
H -12.740 -6.532 -1.716
H -14.162 -7.591 -1.788
H -11.259 -9.354 0.187
H -11.009 -8.471 -1.284
H -12.257 -9.677 -1.059